Record 1
75
Properties=species:S:1:pos:R:3 method="wB97M-V/def2-TZVPD" multiplicity=2 total_charge=+4 gap_ev="5.377 / 3.003" fmax_ha_per_bohr=0.1251 e_homo_ev="-18.89 / -18.89"
F -3.186 2.546 -1.142
F -2.658 2.216 -4.486
F -1.803 0.493 -5.596
F -4.678 4.193 -0.833
F -2.544 4.580 -0.518
F 1.325 2.360 3.728
F -0.598 1.503 3.367
F -0.310 3.596 3.600
F -1.253 2.545 -6.111
O -3.676 1.928 1.281
O 0.724 -2.684 2.403
O -0.680 2.474 0.799
O 1.435 -1.126 -0.419
O 0.780 1.358 -4.579
O 1.594 2.942 1.059
O -3.898 4.114 2.017
O -0.684 1.476 -2.829
N -1.081 -0.117 -0.642
N -1.999 -3.000 2.761
N 2.321 -4.674 3.032
N 1.805 -2.766 -2.614
N 0.044 -4.188 0.209
C -3.715 3.234 1.103
C 0.225 2.517 3.053
C -0.434 1.542 -4.042
C -3.395 0.053 2.867
C 0.344 2.623 1.515
C 3.118 0.797 -4.514
C 1.876 1.081 -3.708
C 1.195 -1.363 2.135
C -3.874 1.498 2.597
C -3.552 3.600 -0.378
C 2.090 -1.216 0.842
C 3.386 2.765 -0.364
C -1.553 1.705 -5.129
C 1.898 2.865 -0.302
H 2.720 -5.074 2.195
H 1.615 -2.161 -1.827
H 0.856 -3.100 -2.698
H 3.023 -4.561 3.749
H 1.620 -5.361 3.272
H 1.319 2.055 -0.747
H -2.323 -0.027 2.683
H 3.837 0.368 -3.815
H 3.787 3.778 -0.339
H 1.733 -3.863 2.904
H 2.034 -2.320 -3.491
H -3.943 -0.587 2.177
H -0.444 -4.995 0.570
H -1.358 0.255 -1.540
H -1.016 -2.766 2.752
H 2.631 -0.292 1.046
H -3.591 -0.177 3.914
H -0.607 -3.838 -0.479
H 2.920 0.080 -5.311
H 0.157 -3.408 0.840
H 2.062 2.020 -3.186
H -4.949 1.592 2.747
H -1.666 -0.901 -0.389
H -2.120 -3.995 2.885
H -3.289 2.110 3.284
H 3.322 1.806 -4.871
H -2.141 -2.717 1.802
H 1.486 3.729 -0.825
H 1.921 -1.157 2.921
H 1.719 0.368 -2.898
H 3.632 2.328 -1.331
H 2.840 -2.003 0.773
H 3.766 2.278 0.534
H -1.209 0.539 0.115
H 0.420 -0.596 2.122
H -2.444 -2.387 3.428
H 0.916 -4.457 -0.226
H 2.316 -3.554 -2.243
H -0.139 -0.479 -0.661



Record 2
61
Properties=species:S:1:pos:R:3 method="wB97M-V/def2-TZVPD" multiplicity=2 total_charge=+1 gap_ev="4.152 / 9.535" fmax_ha_per_bohr=0.0708 e_homo_ev="-6.06 / -11.89"
O -11.856 4.881 -16.761
O -12.845 1.132 -15.206
O -17.392 -0.253 -12.878
O -9.671 -0.945 -13.875
O -13.999 -0.690 -15.018
N -12.113 -0.248 -12.425
N -15.461 1.729 -13.667
N -11.440 3.639 -14.298
C -8.794 -1.207 -15.004
C -13.242 0.072 -15.701
C -12.835 4.986 -17.855
C -16.585 2.179 -15.831
C -10.685 -1.884 -13.748
C -9.600 2.326 -15.242
C -11.101 3.672 -16.827
C -10.324 3.612 -15.451
C -17.052 -1.584 -12.609
C -13.139 -0.251 -17.241
C -17.304 0.198 -14.235
C -16.827 1.623 -14.364
C -11.443 -1.599 -12.459
C -12.490 -2.636 -12.160
H -13.616 0.540 -17.820
H -11.398 -1.752 -14.563
H -12.785 -2.615 -11.111
H -12.051 4.436 -14.407
H -10.429 -2.941 -13.815
H -15.494 1.238 -12.785
H -12.113 -3.641 -12.351
H -13.311 -2.439 -12.850
H -7.890 -1.666 -14.604
H -11.040 3.554 -13.375
H -15.022 2.630 -13.539
H -12.845 -0.212 -11.731
H -8.922 2.363 -16.094
H -18.312 0.065 -14.628
H -11.775 2.831 -16.991
H -17.539 2.087 -16.351
H -12.269 4.897 -18.783
H -10.266 1.466 -15.306
H -10.816 -1.472 -11.576
H -13.604 -1.190 -17.540
H -9.591 4.408 -15.317
H -8.496 -0.262 -15.457
H -9.332 -1.665 -15.834
H -9.086 2.284 -14.282
H -13.642 4.255 -17.812
H -12.091 -0.283 -17.542
H -17.514 2.287 -13.840
H -16.613 -0.444 -14.781
H -14.811 1.225 -14.253
H -13.369 5.929 -17.974
H -11.596 0.589 -12.193
H -10.376 3.744 -17.638
H -16.383 3.247 -15.749
H -15.970 -1.661 -12.501
H -12.558 -0.099 -13.319
H -17.207 -2.298 -13.418
H -17.453 -1.760 -11.611
H -15.887 1.600 -16.436
H -11.994 2.827 -14.530



Record 3
74
Properties=species:S:1:pos:R:3 method="wB97M-V/def2-TZVPD" total_charge=+1 gap_ev=2.369 fmax_ha_per_bohr=0.1662 e_homo_ev=-9.61
Br 2.326 0.638 -0.950
K -0.608 2.522 2.690
P 0.923 0.831 3.997
P 0.067 -5.361 0.830
F 0.627 -1.787 6.667
O -1.176 3.755 -5.080
O -1.204 -5.832 0.195
O -3.687 0.530 0.156
O -0.587 -0.393 7.716
O 1.136 2.275 5.010
O -1.756 5.975 -5.012
O 3.088 -7.246 -2.074
O -3.033 4.385 -6.070
O 1.127 -4.675 -0.171
O 0.934 -6.501 1.562
O -0.115 -4.258 1.988
O 2.632 0.461 3.998
N 0.808 -0.554 2.850
C 0.036 4.097 -4.411
C 2.536 2.774 4.800
C 0.794 -4.655 -1.544
C -3.095 2.289 -1.372
C 3.203 1.796 3.619
C -1.972 4.822 -5.346
C -3.321 0.803 -1.188
C 1.233 -7.660 0.816
C -3.425 6.198 -7.644
C 0.191 0.593 0.527
C 2.717 -0.549 0.945
C 1.213 -0.199 1.588
C -3.965 5.395 -6.474
C -0.785 -3.066 1.643
Be 4.372 -1.736 2.890
Li 3.425 -1.372 5.486
H 0.811 1.377 -0.087
H 0.924 1.800 2.932
H -4.115 0.442 -1.849
H -3.136 5.534 -8.466
H -0.060 -3.994 -1.711
H 3.096 0.396 0.323
H -4.505 1.022 0.343
H 3.535 -0.700 1.794
H 0.316 -8.117 0.434
H -2.406 0.246 -1.412
H -0.551 1.227 1.207
H -1.092 -2.557 2.560
H 3.067 2.315 5.764
H -2.309 2.645 -0.699
H 0.691 4.653 -5.090
H 3.660 -7.296 -2.855
H 0.540 3.169 -4.127
H 2.705 3.929 4.717
H -4.175 6.907 -8.006
H -1.676 -3.277 1.045
H -0.110 -2.413 1.084
H 2.707 -1.540 0.318
H -2.808 2.515 -2.402
H -2.530 6.761 -7.362
H 1.650 -4.276 -2.108
H -0.231 0.326 7.172
H -0.408 -0.176 -0.129
H -0.530 1.036 4.032
H -4.231 6.039 -5.628
H 4.396 1.815 3.651
H 0.562 -5.664 -1.895
H -0.159 4.676 -3.503
H 1.736 -8.378 1.470
H 0.200 -0.811 8.096
H 1.899 -7.413 -0.014
H -4.879 4.877 -6.783
H 3.030 2.131 2.486
H -4.002 2.852 -1.127
H 0.770 -0.077 5.127
H 2.963 -6.295 -1.936



Record 4
67
Properties=species:S:1:pos:R:3 method="wB97M-V/def2-TZVPD" total_charge=-2 gap_ev=2.687 fmax_ha_per_bohr=0.1013 e_homo_ev=0.88
P -3.459 0.814 -0.091
Na -0.735 0.170 -0.572
O -4.058 2.227 -0.139
O 1.012 5.706 2.453
O -4.501 0.005 0.736
O 0.512 -2.222 -1.499
O -2.875 0.284 -1.438
O -3.285 -2.296 1.902
O 3.886 -1.297 0.702
O -2.198 -2.016 -2.618
O -2.230 0.953 0.933
N -2.054 3.949 1.445
N 1.763 0.223 -0.394
C 4.978 -2.187 0.882
C 1.265 6.902 3.121
C -3.482 -4.075 -2.581
C 3.062 0.837 -0.168
C -3.289 -2.723 -3.191
C -0.631 4.163 1.591
C 2.897 1.472 1.199
C 1.349 -3.189 -2.085
C -2.302 -2.580 0.911
C 0.662 -4.410 -2.639
C -0.404 5.584 2.041
C 4.189 -0.226 -0.180
C -1.560 -3.868 1.223
C 0.103 3.934 0.224
H 2.414 0.849 1.951
H -2.185 4.286 0.496
H 1.353 -5.196 -2.942
H 5.164 0.217 0.041
H -1.704 -1.667 0.957
H -2.526 -1.173 -2.230
H -0.970 -3.860 2.145
H 0.980 7.719 2.449
H 1.823 -0.624 -0.958
H 0.945 4.610 0.030
H -3.829 -3.942 -1.555
H 3.268 1.620 -0.899
H -3.776 -1.582 1.421
H 1.855 -2.618 -2.871
H -0.182 3.477 2.313
H -4.269 -2.245 -3.251
H -0.797 -4.154 0.495
H -2.766 -2.580 -0.078
H 0.732 6.982 4.074
H -4.057 -4.740 -3.225
H 0.058 -4.914 -1.877
H 3.806 1.874 1.655
H -2.250 -4.689 1.435
H 0.295 2.910 -0.143
H 2.053 -3.486 -1.304
H 5.960 -1.933 0.482
H -0.393 -2.348 -1.840
H 1.640 -0.289 0.479
H -2.497 -4.537 -2.462
H -0.705 6.359 1.328
H 5.152 -2.051 1.956
H 2.327 6.996 3.357
H 4.716 -3.242 0.807
H -3.037 -2.866 -4.249
H 2.296 2.383 1.150
H -0.969 5.849 2.938
H -0.153 -4.157 -3.320
H -2.143 2.936 1.262
H 4.265 -0.645 -1.190
H -0.507 4.338 -0.593